{"formula": "C18H9BaF6IN4O8S4", "method": "ωB97M-V with the def2-TZVPD basis set", "de_lowest_kcal_mol": 5.99, "charge": -2, "e_homo_ev": -1.60, "elements": ["O", "F", "N", "O", "O", "C", "H", "H", "O", "H", "Ba", "S", "C", "C", "F", "F", "C", "F", "H", "N", "C", "C", "O", "C", "O", "S", "C", "C", "C", "C", "F", "H", "C", "H", "C", "C", "F", "O", "S", "I", "N", "H", "C", "N", "C", "C", "O", "C", "H", "S", "H"], "coordinates": [[-0.33156, 2.15314, -2.07309], [-0.65249, 5.88961, -1.95347], [0.61450, 1.91372, 8.82762], [-4.09444, -0.09653, -1.16202], [-1.20624, 2.71109, 2.16886], [-2.00297, -1.14293, -1.61167], [1.98175, 1.68572, 5.67082], [-4.46966, 0.62238, -0.63006], [2.17495, -3.00855, -1.57660], [-2.18916, -3.81771, -3.63188], [0.51563, 0.76091, 0.53328], [-1.01487, 3.31619, -1.55876], [-2.60093, -2.09679, -2.41076], [-2.78572, -0.12190, -0.85209], [0.67804, 4.99200, 2.13575], [-0.70716, 6.27431, 1.07813], [-0.16194, 4.72517, -2.38334], [1.14994, 4.70785, -2.14996], [2.02006, -2.05486, -3.99760], [-0.68438, -1.05576, -1.42881], [1.64397, -1.68524, -1.84920], [-0.60829, 5.23787, 1.91932], [1.91558, -0.81908, -0.90297], [0.00675, -0.55087, 4.03678], [-2.81564, 4.19616, 0.99299], [2.30063, 0.78678, 3.07091], [0.29108, 0.73014, 6.55310], [0.11847, -1.90045, -2.05712], [-1.69734, -0.49054, 7.37821], [0.46939, 1.38261, 7.81511], [-0.35460, 4.65206, -3.70520], [-1.68089, -1.49138, 4.93682], [-0.40532, -2.93189, -2.84438], [0.27357, -3.64887, -3.28686], [1.17216, 0.98598, 5.51160], [2.17324, -1.28289, -3.24599], [-1.18280, 5.57979, 3.07324], [-2.31774, 0.61074, -0.02010], [-0.26201, -1.44515, 2.56061], [4.27082, -0.91597, -3.21538], [-2.46220, -0.75453, 8.19895], [1.71032, -0.34923, -3.55705], [-0.75817, -0.17948, 6.34297], [-0.57642, 3.52310, -0.06357], [-0.87387, -0.79013, 5.10211], [-1.76767, -3.02585, -3.02480], [-2.39938, 3.49835, -1.87112], [1.07608, 0.38077, 4.25006], [-3.67370, -2.11597, -2.53431], [-1.47272, 3.76496, 1.22713], [2.41835, -2.93184, -0.64424]], "atomic_forces_ev_per_a": [[-0.1, 0.2, 0.0], [0.0, 0.0, 0.0], [0.0, 0.0, 0.0], [0.0, 0.0, 0.0], [-0.1, 0.3, -0.2], [0.1, 0.0, 0.0], [0.0, 0.0, 0.0], [0.0, 0.0, 0.0], [0.0, 0.0, 0.0], [0.0, 0.0, 0.0], [0.3, -0.4, 0.2], [0.0, -0.1, 0.1], [0.0, 0.0, 0.0], [-0.1, 0.0, 0.2], [0.0, 0.0, 0.0], [0.0, 0.0, 0.0], [0.0, 0.0, 0.0], [0.0, 0.0, 0.0], [0.0, 0.0, 0.0], [0.0, 0.1, -0.1], [0.0, 0.0, -0.1], [0.0, 0.0, 0.0], [-0.1, 0.1, 0.0], [0.0, 0.0, 0.0], [0.0, 0.0, 0.0], [-0.1, 0.0, 0.0], [0.0, 0.0, 0.0], [-0.2, 0.0, 0.2], [0.0, 0.0, 0.0], [-0.1, 0.0, 0.0], [0.0, 0.0, 0.0], [0.0, 0.0, 0.0], [0.1, 0.0, -0.1], [0.0, 0.0, 0.0], [0.0, 0.0, 0.0], [0.0, 0.0, 0.0], [0.0, 0.0, 0.0], [0.1, 0.1, -0.1], [0.0, 0.1, 0.0], [0.0, 0.0, 0.0], [0.0, 0.0, 0.0], [0.0, 0.0, 0.0], [0.0, 0.0, 0.0], [-0.1, -0.1, 0.0], [0.0, 0.0, 0.0], [0.0, 0.0, 0.0], [0.0, 0.0, 0.0], [0.0, 0.0, 0.0], [0.0, 0.0, 0.0], [0.0, -0.2, 0.0], [0.0, 0.0, 0.0]]}